{"formula": "C60H165N15O15", "method": "wB97M-V/def2-TZVPD", "homo_ev": -8.28, "energy_ha": -4334.49558, "largest_force_ha_per_bohr": 0.0754, "orbital_gap_ha": 0.3171, "de_lowest_kj_mol": 624.8, "symbols": ["H", "H", "H", "H", "H", "H", "C", "H", "C", "H", "O", "H", "H", "O", "O", "H", "H", "H", "H", "H", "H", "H", "C", "H", "H", "C", "C", "C", "H", "H", "C", "C", "H", "N", "C", "H", "H", "C", "H", "H", "H", "H", "C", "C", "H", "H", "C", "H", "H", "C", "C", "C", "C", "H", "N", "N", "C", "H", "H", "H", "H", "C", "O", "C", "C", "N", "C", "H", "H", "H", "H", "C", "H", "H", "H", "H", "H", "C", "H", "H", "H", "H", "N", "C", "H", "C", "H", "H", "H", "H", "H", "O", "H", "H", "H", "H", "C", "H", "H", "H", "N", "H", "H", "H", "C", "N", "H", "C", "C", "C", "O", "H", "O", "H", "C", "C", "C", "C", "C", "C", "H", "H", "H", "H", "N", "N", "H", "C", "H", "H", "H", "N", "H", "H", "H", "C", "H", "H", "H", "H", "H", "N", "H", "C", "H", "C", "C", "H", "H", "H", "H", "C", "H", "H", "H", "H", "H", "H", "H", "O", "H", "N", "C", "H", "H", "H", "O", "H", "H", "H", "H", "H", "H", "H", "H", "H", "H", "C", "H", "H", "H", "H", "H", "H", "H", "H", "H", "H", "H", "H", "C", "O", "H", "C", "H", "O", "C", "H", "H", "H", "H", "H", "C", "H", "C", "H", "H", "O", "O", "H", "H", "H", "C", "H", "H", "H", "C", "C", "H", "H", "H", "H", "H", "N", "H", "H", "H", "C", "H", "H", "H", "N", "C", "C", "N", "H", "O", "H", "H", "H", "C", "H", "C", "H", "C", "C", "O", "H", "H", "H", "H", "H", "H", "H", "H"], "coordinates": [[0.833, 0.450, 2.192], [-3.247, 6.099, 6.146], [3.945, -2.525, -2.662], [3.056, 0.303, -4.868], [-1.870, -1.820, 2.976], [6.441, 3.198, 0.655], [-1.424, -5.974, 2.734], [2.824, 1.998, 0.930], [-2.640, 4.188, 0.950], [-0.557, -2.384, -0.962], [-3.544, -1.685, 4.161], [-9.053, -3.238, -0.012], [-5.596, -2.600, 2.859], [2.871, -6.416, 0.360], [-1.795, 0.799, -3.748], [3.029, -7.042, -2.941], [-1.399, -5.158, -0.930], [-6.105, 1.955, 1.925], [-0.736, -7.533, 0.059], [5.069, 6.450, 2.927], [7.266, 1.432, 4.413], [-1.862, -6.584, 3.525], [4.402, -1.634, -2.230], [-6.344, -5.386, 0.064], [1.732, 3.090, 0.435], [7.313, 2.512, 4.269], [-2.520, 1.936, -4.102], [-0.003, 3.543, 4.204], [2.241, -3.177, 1.027], [2.671, 4.612, 2.933], [-5.153, 1.503, 1.645], [-4.803, 0.853, -4.237], [3.234, 6.674, 0.785], [5.447, 2.889, -4.721], [-1.679, 6.099, -2.107], [-1.792, 3.625, 1.338], [6.401, -2.095, 2.397], [2.320, -1.490, 2.933], [0.683, 6.807, -2.175], [-9.380, 0.257, -0.346], [7.228, 6.640, -2.102], [-3.367, 1.782, 0.659], [5.942, 4.480, 4.275], [3.031, 3.609, -4.682], [1.786, -7.046, 1.962], [-5.474, -3.024, -1.131], [4.445, 4.859, 4.068], [5.484, -5.218, -3.063], [0.318, -1.143, -1.856], [-3.703, -2.435, 1.898], [2.070, -3.648, 1.995], [-5.470, -3.315, -3.708], [5.915, -0.213, 0.672], [1.865, -3.223, -5.191], [-4.636, -2.646, -1.551], [0.821, 6.320, 1.182], [-2.881, -3.325, -3.150], [-5.742, 0.638, -3.726], [-2.526, 2.059, -5.185], [3.780, -1.376, -1.373], [4.342, -7.492, -0.525], [2.580, -2.402, -5.253], [2.210, -1.501, -4.227], [1.560, -0.423, 3.810], [2.789, 6.401, -0.171], [7.152, 1.266, -0.796], [-8.038, -1.418, -0.660], [-0.876, -3.199, -5.046], [-5.068, 0.996, -5.285], [-4.651, -0.163, 0.614], [4.363, 1.092, -2.393], [-2.510, 6.226, 5.353], [-3.400, -1.053, 6.134], [-4.343, -0.135, -4.206], [6.405, 3.156, -4.896], [3.524, -6.783, 2.299], [2.900, 5.317, -0.184], [-2.780, -2.395, 3.147], [-0.468, -4.442, -3.701], [-0.815, -4.825, -5.386], [-2.618, 7.235, 4.955], [-0.832, 0.810, -5.567], [-4.028, 5.331, 3.757], [6.264, 6.139, -2.019], [2.218, 0.414, 4.043], [0.443, 6.240, -1.275], [-3.575, 0.684, 3.067], [2.425, -1.172, 1.896], [-6.682, -0.103, -1.433], [5.678, -1.432, 3.790], [5.443, 2.353, 1.849], [1.496, -2.671, 2.937], [0.215, 1.411, -1.160], [8.014, 3.009, 4.939], [-5.158, -3.635, -4.702], [0.109, -0.886, 2.616], [-0.009, 1.080, -0.145], [-1.466, -8.701, -1.550], [1.189, 6.813, 1.983], [-1.552, 6.083, 5.852], [-5.512, 0.262, 0.927], [5.711, -6.629, -2.621], [-1.001, -5.074, 3.181], [5.420, 6.740, -1.681], [-4.269, 2.379, 0.797], [5.433, -5.751, -2.206], [4.954, 2.315, 0.084], [4.909, 4.553, -3.033], [-9.461, -0.761, -0.728], [-3.980, 1.881, -3.464], [-0.889, 6.647, -1.110], [4.848, -6.124, 0.380], [-1.055, 3.414, 5.111], [-3.127, 3.365, 5.251], [1.338, 6.818, -0.088], [2.797, -7.125, 1.563], [1.014, -0.927, 5.129], [2.948, -0.303, -3.969], [-8.292, -2.952, -0.739], [5.768, 2.355, 0.809], [3.582, 6.652, 3.482], [-7.546, -1.298, 0.305], [1.350, -4.439, 1.787], [4.005, 5.031, -2.655], [-4.733, 3.076, -3.610], [-1.949, -0.210, -1.102], [-4.679, 2.379, -0.213], [6.153, -1.137, 2.854], [-7.413, -5.427, -1.350], [-1.965, 2.793, -3.720], [3.470, 3.024, 3.156], [4.486, 6.277, 3.733], [-3.934, -1.442, 1.514], [-0.949, -6.289, -2.226], [7.652, 2.674, 3.245], [-4.336, -3.468, -2.634], [-4.264, 4.650, 3.049], [-2.038, -9.044, -0.189], [3.283, 6.887, -1.013], [-4.385, 3.825, -3.028], [-4.502, 2.108, 3.651], [0.387, 0.012, 2.985], [3.293, -1.655, 3.396], [-4.965, -3.150, 2.161], [-2.548, -3.387, 3.534], [-1.658, -6.096, -1.421], [-7.262, -4.985, -0.366], [-4.029, -2.954, -0.805], [6.424, 1.165, -1.488], [-3.907, 1.548, -2.429], [0.541, 5.183, -1.521], [4.423, -0.604, -3.326], [7.036, -0.499, 2.903], [-0.064, 4.414, 3.551], [4.021, 4.208, 2.000], [-2.003, 5.495, 3.408], [0.023, 2.678, 3.542], [-1.629, 5.013, -2.185], [-8.638, -3.219, -1.738], [-2.473, -4.242, -4.180], [5.411, -1.931, -1.944], [-2.940, -2.991, 0.812], [-1.070, -4.157, -4.564], [-2.761, -2.321, -3.559], [2.908, 3.042, -5.605], [-0.700, 1.814, 0.269], [-2.366, -5.675, 1.702], [-2.508, 3.020, 3.716], [6.485, 4.781, 3.379], [2.413, -1.940, -6.227], [-4.342, -4.513, -2.324], [5.140, 2.487, -5.595], [6.496, 5.436, -1.220], [2.971, -4.075, 2.434], [-0.161, 6.554, 1.232], [-10.260, -1.239, -0.161], [-1.893, -1.022, 5.385], [4.078, -6.455, -0.317], [-2.020, -2.589, 0.703], [5.037, -0.120, 0.032], [-2.696, -2.587, 5.850], [6.397, 4.907, 5.169], [1.949, -5.934, -2.153], [3.916, -4.578, -1.298], [-8.037, -5.300, 0.332], [-2.551, 4.139, -0.136], [-6.400, -1.488, -1.765], [3.028, -8.183, 1.439], [0.611, -0.074, 5.676], [-4.792, -4.077, 2.707], [-2.815, -1.602, 5.396], [1.241, 1.015, 0.494], [0.917, -1.477, -0.278], [2.945, -6.014, -2.588], [5.044, -1.005, -4.128], [6.023, 3.049, 4.377], [6.673, 1.071, 0.582], [3.992, 4.778, 5.056], [-5.150, 0.617, 3.631], [-2.441, -1.072, -1.291], [0.936, 3.643, 4.747], [-5.452, -3.500, 1.251], [-0.004, -1.449, -0.861], [2.526, 2.161, -0.857], [4.574, 4.040, -4.470], [5.307, 1.221, -3.590], [-5.651, 2.905, -3.227], [-7.126, -3.599, -0.467], [-3.952, 3.709, 1.292], [-1.535, 6.577, -3.076], [-2.863, -7.664, 1.429], [-0.609, -6.513, 2.249], [2.083, 2.102, 0.137], [-1.137, -0.553, 0.787], [2.287, 4.397, -4.568], [2.763, 2.959, -3.849], [-0.654, 0.682, -4.500], [-4.513, 1.235, 2.997], [0.141, 1.359, -4.186], [-2.430, 5.234, 1.174], [-2.741, 6.198, -1.880], [-3.608, -6.469, 0.310], [3.617, -2.717, -5.139], [-7.215, -0.891, -1.771], [-6.355, -3.916, -3.497], [1.781, -1.343, 5.782], [6.444, -1.086, 0.289], [-0.779, -0.324, -0.216], [-2.654, -5.895, -1.814], [-1.808, 0.254, -1.988], [-2.744, -3.924, 1.145], [5.108, 0.577, -2.838], [-2.667, 5.163, 4.206], [-1.704, -7.193, -0.311], [-2.219, -8.401, -0.947], [-2.196, -3.422, -2.307], [5.985, 5.468, -3.153], [4.970, 3.784, -2.263], [-0.345, -0.359, -4.408], [0.204, -1.653, 5.060], [3.626, 4.093, 3.009], [2.413, 0.347, -3.277], [4.101, -5.618, -1.569], [7.735, 0.457, -0.957], [-2.697, -6.771, 0.827], [-2.339, 3.679, 4.567], [5.255, -0.494, 1.938], [7.528, 1.014, 1.256], [-5.879, -2.311, -3.826], [3.092, -5.356, -3.445], [4.895, 4.790, -5.193], [-9.850, -0.745, -1.746], [1.284, 7.906, -0.142], [-5.937, -0.409, 1.551], [-4.189, 6.167, 3.214]]}